Computed, not measured: C44H86Br4F3NiO20S9 as an isolated structure at a distorted geometry, with ωB97M-V/def2-TZVPD.

Geometry as XYZ:
```
167
C44H86Br4F3NiO20S9, DFT ωB97M-V/def2-TZVPD
Ni -0.210 2.798 1.755
C -0.067 -0.408 0.698
O -0.171 -0.033 -0.647
O -0.028 0.663 1.598
C -1.196 -1.475 1.071
F -2.239 -1.008 1.747
F -1.864 -2.120 0.000
F -0.726 -2.490 1.794
C 0.496 -0.854 -1.664
C 0.175 -0.071 -2.964
H 0.737 -0.516 -3.785
H -0.841 -0.298 -3.287
H 0.354 1.004 -2.957
H 0.197 -1.893 -1.803
H 1.585 -0.904 -1.684
H 0.924 -0.848 0.809
C -4.256 2.150 -2.409
C -5.040 2.815 -1.260
C -4.197 3.913 -0.667
S -2.341 3.458 -1.019
O -1.705 2.961 0.162
O -1.731 4.483 -1.820
C -2.736 2.058 -2.107
H -4.292 2.677 -3.362
H -4.730 1.208 -2.683
H -5.325 2.059 -0.528
H -5.898 3.407 -1.579
H -4.239 4.202 0.383
H -4.276 4.791 -1.308
H -2.381 1.253 -1.464
H -2.014 2.050 -2.924
C -1.640 2.266 -6.489
C -0.589 3.236 -5.860
C 0.583 3.302 -6.813
S 0.879 1.501 -7.204
O 1.646 0.818 -6.159
O 1.413 1.396 -8.567
C -0.929 1.071 -7.108
H -2.335 2.637 -7.242
H -2.152 1.723 -5.694
H -0.219 2.848 -4.911
H -1.107 4.194 -5.820
H 1.547 3.691 -6.484
H 0.316 3.724 -7.782
H -1.187 0.134 -6.614
H -1.097 0.897 -8.171
C -6.271 0.581 2.836
C -5.153 -0.454 2.465
C -5.635 -1.838 2.750
S -6.943 -1.669 4.077
O -6.525 -2.508 5.227
O -8.201 -1.891 3.396
C -6.667 0.159 4.323
H -6.994 0.314 2.066
H -5.856 1.589 2.864
H -4.290 -0.159 3.062
H -4.768 -0.380 1.449
H -4.877 -2.490 3.184
H -6.169 -2.143 1.850
H -5.672 0.201 4.766
H -7.375 0.706 4.946
C 3.507 -3.649 -5.870
C 3.281 -4.769 -6.987
C 1.907 -4.435 -7.660
S 0.802 -3.740 -6.383
O 0.236 -4.744 -5.598
O -0.016 -2.722 -6.967
C 2.204 -2.993 -5.475
H 4.317 -2.946 -6.066
H 3.793 -4.168 -4.956
H 2.951 -5.646 -6.431
H 4.147 -4.996 -7.608
H 1.288 -5.108 -8.254
H 2.003 -3.487 -8.190
H 1.938 -3.103 -4.424
H 2.291 -1.954 -5.795
C -0.453 3.216 6.127
C -0.288 1.654 6.456
C -0.724 0.916 5.204
S -2.200 1.928 4.539
O -3.565 1.496 4.915
O -1.820 2.609 3.253
C -1.971 3.386 5.650
H 0.194 3.728 5.415
H -0.399 3.729 7.087
H -0.917 1.408 7.311
H 0.720 1.382 6.771
H -1.019 -0.131 5.263
H 0.018 1.026 4.414
H -2.732 3.310 6.427
H -2.118 4.331 5.127
C 2.583 4.690 -3.073
C 3.282 5.540 -2.039
C 3.218 4.811 -0.620
S 2.068 3.405 -0.820
O 1.052 3.420 0.216
O 2.872 2.216 -1.148
C 1.337 4.089 -2.455
H 3.264 3.957 -3.507
H 2.254 5.286 -3.924
H 2.652 6.402 -1.823
H 4.288 5.861 -2.310
H 2.842 5.594 0.040
H 4.165 4.336 -0.361
H 0.583 4.863 -2.305
H 0.855 3.214 -2.890
C 3.957 -2.406 3.124
C 3.566 -3.857 3.531
C 3.244 -3.960 5.073
S 2.595 -2.170 5.452
O 3.701 -1.662 6.262
O 1.258 -2.100 5.919
C 2.758 -1.738 3.652
H 4.031 -2.181 2.060
H 4.919 -2.133 3.558
H 4.097 -4.666 3.029
H 2.583 -3.992 3.081
H 4.106 -4.120 5.722
H 2.422 -4.665 5.192
H 2.851 -0.652 3.658
H 1.778 -1.937 3.218
C -1.822 -5.245 4.232
C -2.336 -5.783 2.867
C -1.257 -6.812 2.334
S 0.357 -6.165 2.883
O 0.936 -5.414 1.781
O 1.173 -7.138 3.659
C -0.300 -4.906 4.094
H -2.044 -6.070 4.908
H -2.420 -4.404 4.584
H -2.615 -4.989 2.175
H -3.217 -6.412 2.996
H -1.392 -6.813 1.252
H -1.258 -7.828 2.727
H -0.216 -3.956 3.568
H 0.287 -4.709 4.991
C 4.655 3.248 2.564
C 3.994 4.593 2.998
C 3.218 4.265 4.306
S 2.384 2.629 3.919
O 1.032 2.734 3.283
O 2.618 1.740 5.050
C 3.510 2.191 2.517
H 5.509 2.863 3.121
H 5.041 3.314 1.547
H 3.171 4.823 2.321
H 4.720 5.404 3.062
H 2.448 4.845 4.815
H 3.867 3.965 5.129
H 2.898 2.184 1.614
H 3.791 1.147 2.654
Br 6.108 -2.655 -1.564
C 5.226 -1.002 -0.733
C 5.489 0.070 -1.842
Br 4.506 -0.262 -3.471
H 5.664 -0.710 0.222
H 4.199 -1.133 -0.393
H 6.569 -0.013 -1.961
H 5.083 1.040 -1.554
Br -3.483 -0.455 -4.740
C -3.342 -2.285 -4.054
C -3.509 -2.542 -2.519
Br -4.511 -1.074 -1.522
H -2.451 -2.833 -4.362
H -4.174 -2.870 -4.445
H -2.533 -2.495 -2.037
H -3.828 -3.539 -2.216
```

Output
orbital gap (alpha / beta) = 7.974 / 3.638 eV
net charge = +2
LUMO energy (alpha / beta) = -5.14 / -9.48 eV
2S+1 = 4
molar mass = 1659.06 u
energy = -514830.0632 eV

These are the Löwdin partial charges, in e, on atoms 1 to 8: 0.851 -0.252 -0.070 0.092 -0.439 0.163 0.065 0.161

Computed, not measured: an isolated ion of composition C3H4NO3S and charge -1 at a distorted geometry, with ωB97M-V/def2-TZVPD.

Geometry as XYZ:
```
12
C3H4NO3S, DFT ωB97M-V/def2-TZVPD
C -0.118 -0.714 -0.046
C 1.144 -0.086 -0.580
C 2.042 0.531 0.185
O 2.298 0.677 1.406
O 2.965 1.349 -0.690
S 2.178 2.645 -1.169
N 0.701 2.613 -1.245
O 2.979 3.328 -2.167
H -0.139 -1.872 0.198
H -0.887 -0.646 -0.858
H -0.530 -0.308 0.851
H 1.182 0.217 -1.576
```

Output
orbital gap (alpha / beta) = 5.712 / 5.710 eV
net charge = -1
LUMO energy (alpha / beta) = 2.50 / 2.50 eV
molar mass = 134.14 u
relative energy (zero: lowest compared OMol25 entry of this formula, charge and spin) = 442.5 kJ/mol
energy = -21640.7614 eV
SMILES = C/C=C(\[O-])OS(#N)=O

These are the natural (NBO) partial charges, in e, on atoms 1 to 8: -0.606 -0.491 0.613 -0.744 -0.715 1.967 -0.857 -0.915

Computed, not measured: a single C5H6O2 molecule, with ωB97M-V/def2-TZVPD.

Geometry as XYZ:
```
13
C5H6O2, DFT ωB97M-V/def2-TZVPD
O 1.753 -0.909 -1.234
C 1.314 0.209 -1.153
C 1.671 1.117 0.025
C 0.503 0.685 0.803
C -0.624 0.243 0.763
C -1.869 -0.492 0.530
O -1.628 -1.797 0.047
H 0.502 0.580 -1.812
H 2.662 0.852 0.395
H 1.604 2.195 -0.151
H -2.488 -0.482 1.434
H -2.427 0.015 -0.266
H -0.972 -2.215 0.620
```

Output
orbital gap = 10.537 eV
net charge = 0
LUMO energy = 0.86 eV
molar mass = 98.10 u
relative energy (zero: lowest compared OMol25 entry of this formula, charge and spin) = 288.7 kJ/mol
energy = -9374.1034 eV
SMILES = O=CCC#CCO

These are the natural (NBO) partial charges, in e, on atoms 1 to 8: -0.526 0.448 -0.559 -0.002 -0.022 -0.139 -0.692 0.122

Computed, not measured: a single C6H13N3 molecule at a distorted geometry, with ωB97M-V/def2-TZVPD.

Geometry as XYZ:
```
22
C6H13N3, DFT ωB97M-V/def2-TZVPD
C 0.217 -0.516 3.433
N 0.545 -0.677 2.208
C 0.252 0.061 1.108
C -0.225 1.483 1.172
C 0.234 -0.680 -0.199
C 0.091 -2.070 -0.024
N -0.029 -0.143 -1.410
C 0.134 1.233 -1.882
N -0.699 -1.020 -2.365
H 0.340 -1.297 4.036
H -0.128 0.425 3.908
H -0.779 1.688 0.328
H 0.618 2.092 1.351
H -0.961 1.725 1.930
H -0.713 -2.170 0.725
H 0.968 -2.490 0.549
H -0.070 -2.583 -0.948
H 0.723 1.340 -2.799
H -0.843 1.591 -2.221
H 0.557 1.996 -1.227
H 0.043 -1.312 -2.958
H -1.131 -0.354 -2.955
```

Output
orbital gap = 7.171 eV
net charge = 0
LUMO energy = 0.67 eV
molar mass = 127.19 u
relative energy (zero: lowest compared OMol25 entry of this formula, charge and spin) = 437.2 kJ/mol
energy = -10898.8812 eV
SMILES = C=N/C(C)=C(\C)N(C)N

These are the natural (NBO) partial charges, in e, on atoms 1 to 8: -0.143 -0.426 0.004 -0.665 0.282 -0.688 -0.270 -0.433

Computed, not measured: C17H54O12V as an isolated structure at a distorted geometry, with ωB97M-V/def2-TZVPD.

Geometry as XYZ:
```
84
C17H54O12V, DFT ωB97M-V/def2-TZVPD
V -1.067 2.714 -2.738
O -0.589 0.661 -3.167
C -0.671 0.005 -1.895
C -0.551 0.848 -0.619
O -1.013 2.202 -0.661
H 0.083 -0.790 -1.903
H -1.604 -0.570 -1.863
H 0.465 0.908 -0.211
H -1.052 0.313 0.199
O 2.309 2.589 0.599
H 1.640 2.883 1.241
H 1.793 2.254 -0.145
O -3.780 -0.435 -3.387
H -4.192 -0.019 -2.620
H -2.830 -0.358 -3.231
O 1.803 0.729 -4.732
H 1.013 0.690 -4.170
H 2.480 1.022 -4.103
O -1.249 -1.446 -5.056
H -1.035 -0.752 -4.406
H -2.085 -1.171 -5.447
O -3.169 3.978 -0.215
H -2.403 3.368 -0.182
H -2.801 4.833 -0.468
C 1.289 -2.792 -1.759
C -0.011 -3.141 -1.076
C -0.728 -4.380 -1.664
O 0.277 -3.327 0.307
H 1.758 -1.926 -1.284
H 1.123 -2.491 -2.796
H 1.997 -3.620 -1.719
H -0.691 -2.282 -1.167
H -1.081 -4.064 -2.649
H -1.589 -4.591 -1.035
H -0.019 -5.194 -1.787
H -0.561 -3.463 0.789
C 5.087 1.219 -1.015
C 4.094 0.817 -2.111
C 3.075 -0.184 -1.585
O 3.412 1.993 -2.555
H 5.601 0.333 -0.626
H 4.624 1.660 -0.131
H 5.803 1.930 -1.431
H 4.639 0.366 -2.949
H 3.388 -1.226 -1.663
H 2.243 -0.232 -2.301
H 2.677 0.099 -0.613
H 4.047 2.599 -2.949
C -3.948 -2.358 2.917
C -3.272 -2.597 1.559
C -2.856 -1.263 0.911
O -2.181 -3.484 1.750
H -3.447 -1.589 3.511
H -4.045 -3.298 3.457
H -4.957 -1.957 2.777
H -4.051 -3.019 0.922
H -2.455 -1.446 -0.086
H -2.078 -0.740 1.471
H -3.764 -0.662 0.857
H -1.773 -3.292 2.603
C 1.612 0.434 3.239
C 1.691 -0.683 2.195
C 3.052 -0.786 1.534
O 1.348 -1.897 2.826
H 0.559 0.624 3.444
H 2.000 1.323 2.734
H 2.166 0.210 4.148
H 0.979 -0.353 1.422
H 3.833 -0.935 2.293
H 3.448 0.158 1.137
H 3.130 -1.557 0.769
H 1.071 -2.506 2.131
C -1.671 4.491 3.507
C -0.992 3.259 2.923
C -1.969 2.123 2.675
O -0.256 3.565 1.742
H -0.964 5.222 3.890
H -2.323 4.197 4.335
H -2.355 4.896 2.758
H -0.310 2.853 3.683
H -1.402 1.257 2.320
H -2.720 2.380 1.925
H -2.424 1.867 3.632
H -0.625 3.006 1.037
```

Output
orbital gap (alpha / beta) = 7.519 / 7.498 eV
net charge = 0
LUMO energy (alpha / beta) = -2.30 / -2.35 eV
2S+1 = 4
molar mass = 501.55 u
energy = -68759.7391 eV

These are the Löwdin partial charges, in e, on atoms 1 to 8: 1.272 -0.390 -0.294 -0.272 -0.395 0.075 0.078 0.078

Computed, not measured: an isolated ion of composition C16H18F3N2 and charge +1 at a distorted geometry, with ωB97M-V/def2-TZVPD.

Geometry as XYZ:
```
39
C16H18F3N2, DFT ωB97M-V/def2-TZVPD
C 1.276 -3.063 0.404
N 1.260 -2.200 -0.748
N 0.106 -1.294 -0.720
C 0.218 -0.736 -2.101
C -1.041 -2.269 -0.758
C -0.057 -0.216 0.461
C -1.455 0.405 0.389
C -2.564 -0.228 0.986
C -3.811 0.375 0.956
C -3.944 1.665 0.453
C -2.850 2.272 -0.136
F -2.961 3.582 -0.541
C -1.630 1.619 -0.288
C 1.107 0.775 0.639
C 1.031 2.177 0.883
C 2.199 2.950 0.727
F 2.107 4.323 0.696
C 3.444 2.427 0.426
C 3.479 1.048 0.416
F 4.662 0.458 0.093
C 2.394 0.227 0.603
H 2.299 -3.412 0.542
H 0.900 -2.581 1.317
H 0.719 -3.988 0.199
H 2.122 -1.735 -1.018
H -0.655 -0.155 -2.402
H 1.139 -0.142 -2.211
H 0.276 -1.633 -2.765
H -1.973 -1.843 -1.137
H -0.710 -3.027 -1.479
H -1.172 -2.784 0.189
H -0.019 -0.834 1.375
H -2.422 -1.188 1.500
H -4.663 -0.191 1.329
H -4.878 2.192 0.575
H -0.867 2.103 -0.917
H 0.117 2.737 1.134
H 4.311 3.029 0.223
H 2.506 -0.844 0.706
```

Output
orbital gap = 9.669 eV
net charge = +1
LUMO energy = -2.94 eV
molar mass = 295.33 u
relative energy (zero: lowest compared OMol25 entry of this formula, charge and spin) = 53.8 kJ/mol
energy = -28007.8555 eV
SMILES = CN[N+](C)(C)[C@H](c1cccc(F)c1)c1cc(F)cc(F)c1

These are the natural (NBO) partial charges, in e, on atoms 1 to 8: -0.461 -0.459 -0.080 -0.425 -0.427 -0.060 -0.088 -0.210